Computed, not measured: a cluster of 10 separate species, C28H56O28S6 in total at a distorted geometry, with ωB97M-V with the def2-TZVPD basis set.

Calculated values
**Net charge**: 0
**SMILES string**: O=S1(=O)OCCO1.O=S1(=O)OCCO1.O=S1(=O)OCCO1.O=S1(=O)OCCO1.O=S1(=O)OCCO1.O=S1(=O)OCCO1.C1CCOC1.C1CCOC1.C1CCOC1.C1CCOC1
**Energy above the lowest of the compared OMol25 structures with the same formula, charge and spin**: 110.0 kcal/mol

Geometry (Å):
O1 -19.21 -6.25 23.24
S1 -19.05 -6.71 21.88
O2 -18.55 -5.71 20.92
O3 -18.14 -8.11 21.95
C1 -18.86 -9.20 21.48
C2 -20.07 -8.66 20.66
O4 -20.42 -7.48 21.31
H1 -18.25 -9.87 20.88
H2 -19.30 -9.75 22.31
H3 -20.93 -9.32 20.53
H4 -19.73 -8.33 19.68
O5 -19.76 -14.04 9.35
S2 -19.25 -14.10 7.96
O6 -20.15 -14.33 6.86
O7 -18.32 -12.83 7.67
C3 -16.98 -12.97 7.88
C4 -16.80 -14.44 8.34
O8 -17.96 -15.10 7.90
H5 -16.51 -12.82 6.91
H6 -16.58 -12.21 8.55
H7 -16.71 -14.57 9.42
H8 -15.89 -14.87 7.90
O9 -19.34 -6.21 3.68
S3 -20.12 -6.09 4.93
O10 -19.62 -6.69 6.16
O11 -20.53 -4.50 5.28
C5 -21.93 -4.23 5.16
C6 -22.53 -5.56 5.29
O12 -21.67 -6.48 4.61
H9 -22.25 -3.60 6.00
H10 -22.18 -3.76 4.21
H11 -23.50 -5.59 4.80
H12 -22.76 -5.87 6.31
O13 -26.85 -9.97 14.00
S4 -26.41 -11.19 14.70
O14 -25.87 -11.15 16.05
O15 -27.42 -12.47 14.46
C7 -27.22 -13.10 13.28
C8 -25.74 -13.08 13.14
O16 -25.29 -11.89 13.73
H13 -27.51 -14.14 13.41
H14 -27.86 -12.57 12.58
H15 -25.56 -13.11 12.06
H16 -25.31 -13.97 13.61
O17 -16.40 -6.25 13.74
S5 -17.23 -7.35 14.15
O18 -16.91 -8.06 15.38
O19 -18.84 -6.91 14.15
C9 -19.72 -7.80 13.48
C10 -18.83 -8.74 12.67
O20 -17.50 -8.46 12.96
H17 -20.27 -8.27 14.30
H18 -20.34 -7.19 12.81
H19 -19.14 -8.75 11.63
H20 -18.91 -9.80 12.91
O21 -6.89 -7.42 12.17
S6 -7.34 -6.32 13.06
O22 -6.32 -5.46 13.70
O23 -8.48 -5.47 12.36
C11 -9.79 -5.82 12.77
C12 -9.52 -6.17 14.24
O24 -8.38 -6.90 14.26
H21 -10.47 -4.98 12.62
H22 -10.31 -6.54 12.14
H23 -10.34 -6.81 14.57
H24 -9.55 -5.28 14.87
C13 -18.58 -1.39 11.18
C14 -19.90 -0.98 11.79
C15 -20.67 -0.60 10.53
O25 -19.66 0.09 9.79
C16 -18.44 -0.53 9.96
H25 -18.47 -2.47 11.05
H26 -17.74 -1.15 11.82
H27 -19.92 -0.11 12.45
H28 -20.44 -1.77 12.31
H29 -21.52 0.04 10.78
H30 -21.18 -1.46 10.10
H31 -17.60 0.15 9.85
H32 -18.33 -1.16 9.07
C17 -14.57 -0.30 16.93
C18 -13.58 0.28 17.86
C19 -14.25 0.46 19.23
O26 -15.59 0.08 18.96
C20 -15.82 0.13 17.61
H33 -14.24 -1.34 16.90
H34 -14.46 0.11 15.92
H35 -13.13 1.23 17.55
H36 -12.71 -0.36 17.99
H37 -14.20 1.48 19.60
H38 -13.88 -0.28 19.94
H39 -16.01 1.18 17.36
H40 -16.57 -0.60 17.33
C21 -27.21 -2.38 11.30
C22 -27.88 -1.59 10.22
C23 -27.18 -2.10 8.96
O27 -26.37 -3.24 9.38
C24 -26.82 -3.68 10.70
H41 -27.82 -2.52 12.19
H42 -26.32 -1.85 11.64
H43 -27.86 -0.51 10.39
H44 -28.91 -1.91 10.03
H45 -26.50 -1.39 8.50
H46 -27.92 -2.47 8.26
H47 -26.02 -4.19 11.24
H48 -27.62 -4.42 10.66
C25 -20.11 -14.64 18.26
C26 -18.67 -14.84 17.96
C27 -18.31 -13.83 16.83
O28 -19.49 -13.10 16.65
C28 -20.61 -13.91 17.03
H49 -20.28 -14.07 19.17
H50 -20.75 -15.48 18.52
H51 -18.43 -15.82 17.54
H52 -18.00 -14.64 18.80
H53 -17.99 -14.38 15.95
H54 -17.58 -13.09 17.17
H55 -20.74 -14.53 16.14
H56 -21.63 -13.53 17.12



Computed, not measured: a cluster of 3 separate species, C28H58BN10O8P3S in total at a distorted geometry, with ωB97M-V with the def2-TZVPD basis set.

Calculated values
**Net charge**: 0
**SMILES string**: [H]/N=C(\N)NCCCCC1=CC(=O)c2c(c(CB(O)O)cc(N)c2P(O)(O)=S)C1=O.CN(C)P(=O)(N(C)C)N(C)C.CN(C)P(=O)(N(C)C)N(C)C

Geometry (Å):
H1 -1.28 -2.86 4.97
N1 -2.28 -2.95 4.89
C1 -2.58 -3.59 3.83
N2 -1.60 -4.11 2.96
N3 -3.89 -3.88 3.49
C2 -4.89 -2.87 3.85
C3 -5.75 -2.42 2.65
C4 -5.41 -1.01 2.13
C5 -3.90 -0.70 1.97
C6 -3.32 -1.09 0.64
C7 -3.40 -2.33 0.17
C8 -2.79 -2.76 -1.11
O1 -2.42 -3.90 -1.22
C9 -2.62 -1.69 -2.16
C10 -2.49 -0.38 -1.68
C11 -2.33 0.67 -2.60
C12 -2.20 2.13 -2.19
B1 -0.66 2.55 -2.28
O2 0.19 2.19 -1.25
O3 -0.18 3.23 -3.37
C13 -2.26 0.36 -3.95
C14 -2.39 -0.94 -4.42
N4 -2.32 -1.12 -5.83
C15 -2.59 -2.01 -3.52
P1 -2.84 -3.72 -4.13
O4 -2.93 -3.72 -5.72
O5 -1.54 -4.55 -3.74
S1 -4.50 -4.46 -3.45
C16 -2.58 -0.12 -0.21
O6 -2.07 0.85 0.30
H2 -1.96 -4.35 2.05
H3 -0.83 -3.46 2.88
H4 -3.97 -4.16 2.52
H5 -4.44 -1.99 4.30
H6 -5.55 -3.30 4.60
H7 -5.76 -3.15 1.84
H8 -6.77 -2.37 3.02
H9 -5.86 -0.91 1.14
H10 -5.87 -0.24 2.74
H11 -3.78 0.38 2.08
H12 -3.28 -1.13 2.75
H13 -3.91 -3.11 0.72
H14 -2.74 2.72 -2.95
H15 -2.65 2.35 -1.23
H16 0.23 1.23 -1.24
H17 0.23 2.64 -4.01
H18 -2.11 1.16 -4.66
H19 -1.83 -0.31 -6.19
H20 -1.66 -1.88 -6.01
H21 -3.80 -3.36 -5.95
H22 -1.86 -5.33 -3.27
C17 5.42 -1.00 -5.42
N5 4.62 0.10 -4.89
C18 5.04 1.41 -5.36
P2 3.73 0.09 -3.42
O7 2.51 0.82 -3.93
N6 2.89 -1.41 -3.20
C19 3.34 -2.69 -3.69
C20 1.44 -1.33 -3.22
N7 5.04 -0.53 -2.46
C21 4.65 -0.79 -1.04
C22 6.22 0.37 -2.37
H23 6.27 -1.29 -4.79
H24 5.82 -0.72 -6.40
H25 4.81 -1.88 -5.60
H26 5.84 1.86 -4.75
H27 4.20 2.10 -5.36
H28 5.40 1.36 -6.39
H29 3.08 -2.84 -4.75
H30 2.87 -3.50 -3.13
H31 4.42 -2.83 -3.56
H32 1.03 -1.21 -4.23
H33 1.10 -0.49 -2.62
H34 1.00 -2.22 -2.77
H35 4.33 0.13 -0.54
H36 5.50 -1.21 -0.50
H37 3.84 -1.51 -0.98
H38 5.95 1.38 -2.06
H39 6.74 0.43 -3.33
H40 6.94 -0.04 -1.66
C23 -0.19 5.10 3.89
N8 -0.47 3.96 4.75
C24 -1.24 4.30 5.94
P3 0.44 2.51 4.85
O8 -0.65 1.51 5.11
N9 0.94 1.97 3.30
C25 1.22 2.84 2.17
C26 0.37 0.72 2.82
N10 1.98 3.27 5.10
C27 3.10 2.29 5.15
C28 2.08 4.05 6.36
H41 0.77 5.59 4.10
H42 -0.97 5.85 4.00
H43 -0.21 4.82 2.84
H44 -0.62 4.62 6.78
H45 -1.82 3.44 6.27
H46 -1.96 5.10 5.73
H47 0.31 3.13 1.64
H48 1.86 2.32 1.45
H49 1.77 3.73 2.47
H50 -0.65 0.85 2.45
H51 0.37 -0.04 3.60
H52 0.98 0.32 2.00
H53 2.99 1.58 5.97
H54 4.04 2.83 5.27
H55 3.17 1.73 4.22
H56 1.78 3.46 7.23
H57 1.46 4.95 6.31
H58 3.10 4.39 6.50



Computed, not measured: a cluster of 7 separate species, C28H58BN8O9 in total at a distorted geometry, with ωB97M-V with the def2-TZVPD basis set.

Calculated values
**Net charge**: +1

Geometry (Å):
C1 2.04 3.50 1.73
C2 1.87 3.29 0.16
B1 0.83 4.39 -0.37
O1 1.24 5.45 -1.16
C3 -0.72 4.18 0.11
C4 -1.53 5.18 0.78
C5 -2.89 4.79 1.18
C6 -3.74 5.85 1.92
O2 -4.28 6.71 1.29
O3 -3.89 5.84 3.30
C7 -3.41 3.43 0.93
C8 -4.84 3.04 1.41
C9 -5.62 2.07 0.42
N1 -6.82 2.65 -0.19
C10 -2.50 2.53 0.24
N2 -1.24 2.92 -0.13
H1 2.22 2.53 2.25
H2 1.11 3.93 2.18
H3 2.91 4.20 1.87
H4 1.42 2.26 -0.01
H5 2.83 3.30 -0.41
H6 0.51 5.89 -1.62
H7 -1.13 6.19 0.99
H8 -3.50 5.03 3.67
H9 -4.82 2.59 2.44
H10 -5.43 3.99 1.47
H11 -4.92 1.69 -0.37
H12 -5.92 1.17 1.03
H13 -7.21 3.41 0.36
H14 -6.65 2.98 -1.14
H15 -2.82 1.50 0.00
H16 -0.66 2.20 -0.60
C11 -0.01 -0.03 -1.82
O4 0.11 1.20 -1.92
N3 -0.85 -0.78 -2.54
C12 -0.93 -2.22 -2.38
C13 -1.71 -0.13 -3.52
H17 0.60 -0.61 -1.11
H18 -0.68 -2.70 -3.32
H19 -1.94 -2.49 -2.08
H20 -0.23 -2.56 -1.61
H21 -1.09 0.39 -4.25
H22 -2.34 0.60 -3.02
H23 -2.33 -0.87 -4.02
C14 2.35 -4.09 -0.15
O5 1.98 -3.22 -0.93
N4 1.83 -5.33 -0.08
C15 2.32 -6.32 0.86
C16 0.74 -5.69 -0.98
H24 3.16 -3.92 0.57
H25 2.68 -7.19 0.31
H26 1.50 -6.63 1.51
H27 3.13 -5.92 1.47
H28 1.08 -5.58 -2.01
H29 -0.10 -5.01 -0.82
H30 0.43 -6.72 -0.81
C17 -1.67 -6.12 -4.05
O6 -0.73 -5.41 -3.76
N5 -2.63 -5.82 -4.96
C18 -3.73 -6.72 -5.25
C19 -2.55 -4.55 -5.66
H31 -1.82 -7.11 -3.57
H32 -3.70 -6.99 -6.31
H33 -4.67 -6.22 -5.03
H34 -3.66 -7.63 -4.65
H35 -1.60 -4.50 -6.21
H36 -2.57 -3.74 -4.93
H37 -3.38 -4.45 -6.35
C20 -2.04 3.91 -3.51
O7 -3.00 3.17 -3.30
N6 -1.89 4.70 -4.59
C21 -0.73 5.55 -4.77
C22 -2.93 4.71 -5.61
H38 -1.20 3.97 -2.80
H39 -1.05 6.59 -4.83
H40 -0.22 5.27 -5.69
H41 -0.03 5.44 -3.93
H42 -3.88 5.02 -5.15
H43 -3.05 3.70 -6.01
H44 -2.67 5.40 -6.41
C23 3.27 2.23 5.54
O8 2.48 2.22 4.61
N7 4.54 2.68 5.48
C24 5.42 2.66 6.63
C25 5.04 3.20 4.22
H45 2.99 1.85 6.54
H46 5.74 3.68 6.86
H47 6.29 2.05 6.41
H48 4.91 2.24 7.50
H49 4.42 4.05 3.91
H50 4.98 2.43 3.46
H51 6.07 3.53 4.33
C26 5.31 -6.50 4.32
O9 4.77 -7.03 3.37
N8 4.83 -5.44 5.00
C27 5.53 -4.86 6.13
C28 3.57 -4.85 4.58
H52 6.27 -6.87 4.72
H53 4.89 -4.91 7.02
H54 5.76 -3.81 5.91
H55 6.45 -5.40 6.33
H56 2.78 -5.61 4.64
H57 3.65 -4.52 3.54
H58 3.31 -4.01 5.22



Computed, not measured: a cluster of 12 separate species, C28H58Cl22O5Si in total at a distorted geometry, with ωB97M-V with the def2-TZVPD basis set.

Calculated values
**Net charge**: 0
**SMILES string**: CO[C@@H](CCCCCCOC(C)=O)[C@H](CCO[Si](C)(C)C)OC.ClCCl.ClCCl.ClCCl.ClCCl.ClCCl.ClCCl.ClCCl.ClCCl.ClCCl.ClCCl.ClCCl

Geometry (Å):
C1 2.63 1.61 1.65
O1 1.73 0.85 0.78
C2 1.11 1.71 -0.26
C3 0.73 0.93 -1.65
C4 2.15 0.32 -2.29
C5 2.01 -1.27 -2.73
C6 2.07 -1.49 -4.38
C7 0.67 -2.22 -4.94
C8 1.07 -3.75 -5.39
O2 0.76 -4.64 -4.25
C9 -0.64 -5.13 -4.31
C10 -1.01 -6.68 -4.81
O3 -1.68 -4.35 -3.94
C11 -0.15 2.63 0.35
C12 -1.15 1.80 1.33
C13 -1.43 0.24 0.91
O4 -2.63 -0.20 1.69
Si1 -3.14 -1.81 1.21
C14 -4.86 -2.11 2.11
C15 -1.85 -3.06 1.90
C16 -3.49 -2.02 -0.67
O5 -0.81 3.44 -0.69
C17 -2.05 2.84 -1.19
H1 3.76 1.59 1.33
H2 2.57 1.10 2.73
H3 2.34 2.73 1.81
H4 1.95 2.51 -0.54
H5 0.03 0.00 -1.54
H6 0.36 1.72 -2.45
H7 2.52 0.90 -3.24
H8 2.98 0.35 -1.46
H9 1.05 -1.80 -2.32
H10 2.93 -1.87 -2.27
H11 3.04 -2.11 -4.70
H12 2.13 -0.47 -4.98
H13 0.29 -1.62 -5.90
H14 -0.17 -2.18 -4.10
H15 0.39 -3.99 -6.34
H16 2.19 -3.88 -5.72
H17 -1.98 -6.57 -5.47
H18 -0.07 -7.07 -5.41
H19 -1.20 -7.35 -3.85
H20 0.41 3.42 1.05
H21 -0.61 1.76 2.40
H22 -2.19 2.35 1.55
H23 -1.70 0.07 -0.21
H24 -0.55 -0.47 1.30
H25 -5.44 -3.03 1.67
H26 -4.58 -2.22 3.25
H27 -5.46 -1.09 2.02
H28 -1.46 -2.65 2.93
H29 -0.91 -3.23 1.23
H30 -2.42 -4.08 2.06
H31 -2.51 -2.00 -1.34
H32 -4.12 -2.99 -0.93
H33 -4.14 -1.10 -1.03
H34 -2.97 2.94 -0.44
H35 -2.37 3.48 -2.14
H36 -1.94 1.74 -1.59
Cl1 4.04 3.40 -2.65
C18 2.41 4.08 -2.80
Cl2 1.85 4.03 -4.47
H37 1.73 3.50 -2.18
H38 2.43 5.12 -2.46
Cl3 3.68 1.82 6.36
C19 3.00 0.36 5.64
Cl4 1.50 0.72 4.77
H39 3.73 -0.06 4.94
H40 2.79 -0.36 6.43
Cl5 5.35 -1.74 -3.57
C20 5.91 -1.71 -1.89
Cl6 5.94 -0.06 -1.26
H41 5.23 -2.32 -1.28
H42 6.92 -2.13 -1.85
Cl7 1.32 -3.14 1.47
C21 1.76 -3.38 3.17
Cl8 2.84 -2.09 3.73
H43 0.85 -3.37 3.77
H44 2.26 -4.34 3.28
Cl9 -3.93 -7.00 1.05
C22 -3.49 -7.23 2.75
Cl10 -2.41 -5.95 3.32
H45 -4.40 -7.22 3.36
H46 -2.99 -8.20 2.86
Cl11 0.57 7.17 -3.33
C23 -0.39 7.11 -4.82
Cl12 -1.92 7.96 -4.62
H47 0.18 7.58 -5.63
H48 -0.59 6.06 -5.07
Cl13 -3.32 -0.93 -6.32
C24 -2.88 -1.17 -4.63
Cl14 -1.80 0.11 -4.06
H49 -3.79 -1.16 -4.02
H50 -2.38 -2.13 -4.52
Cl15 5.99 6.13 5.22
C25 4.53 5.15 5.26
Cl16 3.89 4.89 3.63
H51 4.76 4.18 5.71
H52 3.77 5.66 5.86
Cl17 -4.42 9.52 -3.77
C26 -4.33 11.13 -3.04
Cl18 -2.67 11.52 -2.56
H53 -4.67 11.87 -3.77
H54 -4.97 11.15 -2.16
Cl19 6.58 0.22 9.25
C27 5.11 -0.77 9.29
Cl20 4.47 -1.03 7.66
H55 5.34 -1.73 9.74
H56 4.35 -0.25 9.89
Cl21 -4.84 -3.32 6.37
C28 -6.46 -2.64 6.23
Cl22 -7.02 -2.69 4.55
H57 -7.15 -3.22 6.85
H58 -6.44 -1.60 6.57



Record order is preserved below.
E: -152272.2633; -100639.0174; -60997.2252; -323576.5812 eV
Record order is preserved below.
HOMO-LUMO gap: 0.3461; 0.2658; 0.2557; 0.3399 hartree
Record order is preserved below.
HOMO energy: -9.5; -8.3; -10.6; -9.0 eV